Record 1
Computed, not measured: a molecular structure, CuH38O19, with wB97M-V/def2-TZVPD.

Values from the calculation:
M: 405.831 g mol⁻¹
Kohn-Sham gap: 0.296 hartree
2S+1: 1
relative energy (zero: lowest compared OMol25 entry of this formula, charge and spin): 72.5 kJ/mol
HOMO: -11.054 eV
charge: +1

Cartesian coordinates (Å):
Cu -0.02 -0.08 0.25
O -1.50 2.53 3.69
H -2.07 3.09 3.17
H -0.72 3.06 3.85
O -0.89 -3.03 2.35
H -0.97 -2.28 2.93
H -0.13 -2.83 1.80
O 3.98 -1.94 0.78
H 4.79 -1.49 1.02
H 3.96 -1.89 -0.18
O -1.18 3.98 0.35
H -0.71 4.72 -0.03
H -1.93 4.37 0.79
O -0.25 1.84 -1.00
H -0.13 2.15 -1.90
H -0.54 2.61 -0.51
O -1.38 -1.54 4.64
H -1.29 -0.68 5.04
H -1.98 -2.01 5.21
O -0.22 -1.14 -4.15
H -0.55 -1.68 -4.87
H -0.41 -0.24 -4.42
O 2.06 -0.25 -0.84
H 2.69 0.46 -0.99
H 2.23 -0.87 -1.55
O 3.40 2.09 -1.38
H 4.04 2.77 -1.17
H 2.71 2.55 -1.87
O 2.53 3.46 1.09
H 2.23 4.20 0.56
H 2.47 2.71 0.50
O 0.18 2.76 -3.64
H 0.19 2.23 -4.44
H -0.67 3.20 -3.66
O -3.98 0.75 0.36
H -3.22 0.54 0.89
H -3.88 0.20 -0.42
O -1.06 -3.94 -1.23
H -1.08 -4.59 -0.52
H -1.00 -4.47 -2.03
O 1.48 1.13 2.06
H 2.17 0.75 2.62
H 1.84 1.97 1.77
O -1.43 -1.17 -1.43
H -1.73 -0.78 -2.25
H -1.23 -2.08 -1.65
O -3.60 -2.28 0.14
H -3.51 -2.39 1.08
H -2.72 -2.10 -0.17
O 1.79 -2.42 -2.37
H 2.29 -3.09 -2.83
H 1.06 -2.21 -2.95
O 1.05 -2.54 0.53
H 0.89 -2.74 -0.39
H 1.80 -1.94 0.52
O -1.83 0.14 1.92
H -1.71 0.89 2.51
H -2.33 -0.49 2.43

---

Record 2
Computed, not measured: a molecular structure, C26H51BN8PdSeSi in a non-equilibrium geometry, with wB97M-V/def2-TZVPD.

Values from the calculation:
M: 700.028 g mol⁻¹
Kohn-Sham gap (alpha / beta): 0.208 / 0.206 hartree
2S+1: 1
HOMO (alpha / beta): -6.855 / -6.818 eV

Cartesian coordinates (Å):
Pd -0.09 0.09 -0.37
C -1.08 -1.77 -3.70
C 0.26 -1.27 -4.24
C 0.35 -1.49 -5.74
C 0.44 0.18 -3.89
C 0.85 1.23 -4.73
C 0.65 2.37 -3.97
N 0.18 2.00 -2.78
N 0.07 0.66 -2.72
B -0.68 2.89 -1.84
N -2.05 2.20 -1.58
C -3.28 2.72 -1.74
C -4.20 1.81 -1.28
C -3.43 0.72 -0.84
N -2.15 0.98 -1.02
C -3.87 -0.57 -0.22
C -4.82 -0.34 0.95
C -4.52 -1.48 -1.27
N -0.02 3.12 -0.45
C 0.44 4.28 0.05
C 0.45 4.20 1.42
C -0.06 2.92 1.71
N -0.31 2.28 0.57
C -0.47 2.35 3.04
C -0.57 3.45 4.09
C -1.80 1.61 2.90
H -1.20 -2.83 -3.91
H -1.90 -1.23 -4.16
H -1.15 -1.62 -2.62
H 1.07 -1.84 -3.75
H -0.37 -0.85 -6.27
H 0.12 -2.52 -5.99
H 1.34 -1.26 -6.13
H 1.21 1.17 -5.74
H 0.81 3.41 -4.21
H -0.88 3.94 -2.38
H -3.41 3.69 -2.17
H -5.27 1.91 -1.27
H -2.95 -1.07 0.15
H -5.72 0.16 0.61
H -4.35 0.29 1.71
H -5.10 -1.28 1.40
H -5.41 -1.01 -1.68
H -4.80 -2.43 -0.84
H -3.83 -1.67 -2.10
H 0.71 5.09 -0.61
H 0.75 4.95 2.12
H 0.29 1.63 3.37
H -1.22 4.25 3.75
H 0.41 3.88 4.32
H -0.98 3.04 5.02
H -2.57 2.29 2.52
H -2.13 1.24 3.87
H -1.73 0.77 2.22
C 1.11 -0.19 1.19
H 2.06 -0.64 0.90
H 1.24 0.74 1.74
C 2.64 -4.09 -1.56
C 3.20 -2.67 -1.60
C 4.01 -2.47 -2.88
C 4.10 -2.43 -0.37
N 2.10 -1.69 -1.66
N 0.97 -1.95 -0.82
H 3.46 -4.80 -1.66
H 1.95 -4.25 -2.39
H 2.13 -4.31 -0.63
H 4.91 -3.08 -2.87
H 4.31 -1.43 -2.99
H 3.42 -2.74 -3.75
H 4.88 -3.18 -0.31
H 3.52 -2.48 0.55
H 4.57 -1.45 -0.43
H 2.42 -0.74 -1.47
H 1.24 -2.28 0.11
H 0.38 -2.66 -1.26
C 2.33 -1.95 4.79
Si 1.29 -0.39 4.83
C 2.34 1.00 5.49
C -0.24 -0.65 5.86
Se -0.02 -1.39 2.07
H 2.61 -2.24 5.80
H 3.25 -1.80 4.22
H 1.79 -2.77 4.33
H 2.63 0.75 6.51
H 1.81 1.95 5.50
H 3.24 1.13 4.90
H 0.04 -1.00 6.85
H -0.89 -1.39 5.40
H -0.81 0.27 5.97

---

Record 3
Computed, not measured: a molecular structure, C25H28EuF5O2S in a non-equilibrium geometry, with wB97M-V/def2-TZVPD.

Values from the calculation:
M: 639.518 g mol⁻¹
Kohn-Sham gap (alpha / beta): 0.145 / 0.145 hartree
2S+1: 8
HOMO (alpha / beta): -2.616 / -2.621 eV
charge: -1

Cartesian coordinates (Å):
O -2.89 -0.18 0.24
C -4.10 0.47 -0.19
C -5.03 -0.64 0.35
H -4.21 0.63 -1.28
H -4.16 1.45 0.34
C -3.66 -1.21 0.92
H -5.53 -1.19 -0.45
H -5.72 -0.29 1.12
C -3.10 -2.59 0.59
H -2.57 -2.64 -0.36
H -3.85 -3.37 0.67
H -2.36 -2.83 1.37
C -3.50 -0.91 2.40
H -3.76 0.13 2.62
H -2.46 -1.04 2.69
H -4.13 -1.57 2.97
Eu 1.05 0.03 -1.73
C 0.69 2.51 1.79
C 0.65 2.97 0.44
C -0.72 3.16 0.06
H 1.53 3.17 -0.20
C -1.52 2.73 1.16
C -0.66 2.29 2.21
H -0.98 1.83 3.17
H 1.60 2.35 2.40
H -1.08 3.57 -0.89
H -2.61 2.76 1.22
C 2.30 -0.27 1.93
C 1.09 -0.62 2.59
C 0.55 -1.77 1.95
H 0.64 -0.10 3.44
C 1.37 -2.06 0.82
C 2.44 -1.13 0.80
H 3.27 -1.11 0.08
H 2.98 0.49 2.26
H -0.31 -2.35 2.29
H 1.26 -2.91 0.13
O -0.26 -1.10 -3.02
C -1.45 -1.99 -2.78
C -2.15 -2.21 -4.12
H -2.04 -1.45 -2.02
H -1.12 -2.94 -2.33
C -1.32 -1.51 -5.22
H -3.14 -1.75 -4.02
H -2.29 -3.27 -4.37
C -0.13 -0.83 -4.47
H -1.91 -0.70 -5.71
H -0.95 -2.27 -5.95
H -0.13 0.26 -4.58
H 0.86 -1.23 -4.73
F 6.75 1.67 3.50
C 6.11 1.76 2.30
C 5.22 2.82 2.08
F 5.03 3.77 3.03
C 4.44 2.83 0.92
F 3.53 3.82 0.78
C 4.50 1.79 -0.05
S 3.44 1.65 -1.42
C 5.48 0.79 0.17
F 5.58 -0.25 -0.72
C 6.28 0.78 1.31
F 7.17 -0.22 1.49